[1]
Here is a structure of composition C33H49N7O9S2Sr from the Open Molecules 2025 dataset. Energies are from ωB97M-V/def2-TZVPD.

2S+1   1
LUMO level   0.37 eV
Energy above the lowest of the compared OMol25 structures with the same formula, charge and spin   0.00 kJ/mol
Energy   -3174.66758 hartree

Last column: Löwdin charge in e.
Geometry (Å):
Sr (1.26280, -0.63341, -0.10654)  1.49
O (1.79871, 2.91183, 0.86282)  0.14
C (0.57653, 2.43156, 0.95073)  -0.50
O (0.07627, 1.69401, 0.12069)  -0.03
C (-0.16753, 2.95868, 2.17209)  -0.10
O (-0.44314, 1.96952, 3.12817)  -0.14
C (0.68219, 1.58322, 3.91637)  -0.09
C (1.59243, 0.49804, 3.31280)  -0.66
O (2.48585, 0.08331, 4.04394)  0.02
O (1.32335, 0.13308, 2.12516)  -0.22
H (2.26042, 2.58169, 0.04662)  0.08
H (-1.12771, 3.34339, 1.82301)  0.14
H (0.41246, 3.77609, 2.61029)  0.13
H (0.27880, 1.19278, 4.84894)  0.11
H (1.29900, 2.45725, 4.15043)  0.13
C (0.14446, 3.37449, -2.86392)  -0.07
N (-1.22785, 3.24937, -2.40321)  -0.18
C (-2.13162, 4.11704, -3.15377)  -0.07
C (-1.66976, 1.92409, -2.20998)  -0.46
N (-1.11088, 0.86259, -2.60330)  0.19
N (-2.83797, 1.92824, -1.43953)  0.13
C (-3.65195, 0.88033, -1.05053)  -0.51
N (-4.82632, 1.33177, -0.45346)  0.15
N (-3.37400, -0.35023, -1.25176)  0.14
H (0.44182, 4.41943, -2.77752)  0.09
H (0.26513, 3.07261, -3.91424)  0.10
H (0.80583, 2.77079, -2.24765)  0.06
H (-1.85724, 5.15753, -2.97974)  0.08
H (-3.16367, 3.97456, -2.84171)  0.08
H (-2.07318, 3.92006, -4.23251)  0.09
H (-0.28280, 1.06963, -3.15512)  0.04
H (-2.98233, 2.80054, -0.96094)  0.13
H (-4.85496, 2.29873, -0.17248)  0.09
H (-5.19606, 0.71662, 0.25694)  0.06
H (-4.16656, -0.91599, -0.95686)  0.05
N (-0.58652, -1.84143, -1.66748)  -0.06
C (-0.76789, -3.29155, -1.80184)  -0.28
C (0.39055, -3.94941, -2.54113)  -0.20
C (1.78289, -3.69415, -1.95912)  -0.19
C (1.95399, -4.10291, -0.48773)  -0.25
N (2.45326, -2.98331, 0.32654)  -0.07
H (-1.49078, -1.38454, -1.51139)  0.01
H (-0.32577, -1.44690, -2.56951)  0.06
H (-1.69485, -3.53266, -2.33466)  0.12
H (-0.86009, -3.71760, -0.80119)  0.07
H (0.38359, -3.60857, -3.58171)  0.11
H (0.20189, -5.02715, -2.57313)  0.11
H (2.04194, -2.63606, -2.06924)  0.08
H (2.50852, -4.22669, -2.57821)  0.11
H (2.61492, -4.97264, -0.41924)  0.11
H (0.99550, -4.39877, -0.06254)  0.09
H (3.44688, -2.85137, 0.16225)  0.09
H (2.33316, -3.16690, 1.31649)  0.08
O (-0.11349, -2.48981, 1.36853)  -0.59
S (-1.60183, -2.41392, 1.56761)  0.96
C (-1.94170, -0.66338, 1.80441)  -0.27
C (-3.33874, -0.36501, 2.27420)  -0.27
C (-3.53678, 0.74036, 3.09837)  -0.03
C (-4.81221, 1.08093, 3.52425)  -0.07
C (-5.90647, 0.31288, 3.14712)  -0.09
C (-5.71589, -0.79925, 2.33805)  -0.09
C (-4.44012, -1.13152, 1.89786)  -0.10
C (-1.94172, -3.05792, 3.23331)  -0.26
C (-1.46473, -2.25368, 4.40419)  -0.27
C (-0.10725, -2.07079, 4.65370)  -0.03
C (0.30750, -1.36218, 5.77223)  -0.08
C (-0.63091, -0.82769, 6.64470)  -0.09
C (-1.98618, -0.98843, 6.39110)  -0.08
C (-2.40011, -1.69707, 5.27380)  -0.05
H (-1.77340, -0.22609, 0.81405)  0.08
H (-1.18519, -0.26299, 2.48018)  0.09
H (-2.67491, 1.32466, 3.40234)  0.11
H (-4.95075, 1.94340, 4.16398)  0.11
H (-6.90010, 0.57339, 3.48792)  0.10
H (-6.56081, -1.40937, 2.04421)  0.11
H (-4.30685, -1.99467, 1.25512)  0.10
H (-1.46974, -4.04230, 3.19208)  0.10
H (-3.02180, -3.20686, 3.27457)  0.09
H (0.62619, -2.46794, 3.96304)  0.12
H (1.36450, -1.20089, 5.93396)  0.11
H (-0.30373, -0.27688, 7.51755)  0.10
H (-2.72157, -0.56561, 7.06387)  0.10
H (-3.45869, -1.82426, 5.07433)  0.11
C (7.10610, 1.30842, -6.59226)  -0.05
C (6.11277, 1.18592, -5.46970)  -0.27
C (5.14214, 0.18822, -5.47875)  -0.03
C (4.23926, 0.06313, -4.43545)  -0.05
C (4.30535, 0.94678, -3.36914)  -0.27
C (5.25919, 1.95232, -3.33944)  -0.04
C (6.15514, 2.06445, -4.38985)  -0.03
S (3.17518, 0.75453, -2.03201)  0.45
O (3.12642, 2.05096, -1.35340)  -0.33
O (3.66661, -0.31463, -1.15739)  -0.40
O (1.87861, 0.36148, -2.59778)  -0.40
H (6.78808, 0.74121, -7.46601)  0.07
H (8.08266, 0.92893, -6.28488)  0.08
H (7.23854, 2.34905, -6.88923)  0.08
H (5.08867, -0.49610, -6.31697)  0.11
H (3.47702, -0.70489, -4.45075)  0.12
H (5.28531, 2.63984, -2.50550)  0.11
H (6.89873, 2.85261, -4.37353)  0.12

Forces on the atoms, in the same order (eV/Å):
-0.51 -0.44 0.22
0.01 0.06 -0.06
0.17 0.15 -0.01
-0.06 -0.05 -0.02
0.00 -0.02 0.01
0.04 0.01 -0.03
0.01 -0.02 0.00
0.02 0.02 -0.01
-0.01 0.01 0.00
0.11 0.07 0.13
-0.01 -0.03 0.01
-0.01 -0.01 -0.02
0.00 0.00 0.01
-0.01 0.00 0.01
0.00 0.00 0.01
0.01 0.00 0.01
-0.02 -0.01 0.00
0.01 0.00 0.01
-0.02 0.05 -0.02
0.03 -0.02 0.02
0.05 0.00 0.03
-0.05 -0.02 -0.01
0.04 0.00 0.01
-0.02 0.01 0.01
0.00 0.00 0.00
0.00 0.00 0.00
0.00 0.00 0.00
0.00 0.00 -0.01
0.00 0.00 0.00
0.00 0.00 0.00
0.00 0.01 0.01
-0.01 0.00 0.00
-0.01 0.00 -0.01
0.01 -0.02 0.01
0.02 0.00 -0.01
-0.04 0.03 -0.22
0.03 0.02 0.02
0.00 -0.04 0.00
0.03 0.02 -0.03
-0.02 -0.02 0.04
0.29 0.01 -0.13
0.03 0.02 0.06
0.03 -0.03 0.01
0.00 0.00 0.00
-0.01 -0.01 0.00
0.00 -0.01 0.00
0.00 0.00 0.00
-0.03 0.01 0.02
0.01 0.02 0.00
-0.03 -0.02 0.01
-0.01 0.03 0.00
0.00 0.03 0.02
-0.04 -0.03 -0.01
-0.01 0.08 -0.06
-0.03 0.01 0.02
-0.08 0.03 0.02
0.01 0.03 -0.01
0.00 0.03 0.00
0.00 0.00 0.00
0.00 0.00 0.00
-0.01 0.00 -0.01
0.02 0.01 0.01
0.00 -0.02 0.01
-0.04 0.03 0.00
0.01 -0.01 -0.02
0.01 0.01 0.00
0.00 0.01 0.00
0.01 0.00 0.00
0.02 -0.01 -0.01
0.00 -0.03 0.01
0.03 -0.05 -0.01
-0.03 -0.01 0.00
0.00 0.00 0.00
0.00 0.00 0.00
0.00 0.00 0.00
0.00 0.00 0.00
0.00 0.00 0.00
0.00 -0.01 -0.01
0.00 0.01 0.01
0.00 -0.01 -0.01
0.00 0.00 0.00
0.00 0.00 0.00
0.00 0.00 0.00
0.00 0.00 0.00
0.00 0.00 0.00
0.00 0.00 0.00
0.00 0.00 -0.01
-0.02 -0.07 -0.01
0.01 0.00 -0.01
0.00 0.00 0.00
0.05 0.18 -0.06
-0.02 -0.02 -0.03
0.00 0.04 0.05
0.04 0.02 0.04
0.00 0.00 0.00
0.00 0.00 0.00
0.00 0.00 0.00
0.00 0.00 0.00
0.00 0.00 0.01
0.00 0.00 0.00
0.00 0.00 0.00



[2]
Here is the molecule H3OPS at a distorted geometry from the Open Molecules 2025 dataset. Energies are from ωB97M-V/def2-TZVPD.

SMILES string   O[PH2]=S
2S+1   1
LUMO level   0.44 eV
Energy above the lowest of the compared OMol25 structures with the same formula, charge and spin   0.00 kJ/mol
Energy   -816.58234 hartree

Last column: Löwdin charge in e.
Geometry (Å):
O (0.73234, 0.12375, -1.03446)  -0.35
P (-0.12256, -0.25045, 0.25967)  0.10
S (0.60281, -0.62707, 1.96747)  0.17
H (0.88478, 1.10917, -0.88940)  0.09
H (-0.96271, -1.17019, -0.47865)  0.00
H (-1.13465, 0.81480, 0.17537)  0.00

Forces on the atoms, in the same order (eV/Å):
1.04 2.56 0.31
-3.33 -0.19 -1.10
0.27 -0.08 0.11
0.36 -1.61 -0.86
0.70 -0.15 1.00
0.97 -0.54 0.53



[3]
Here is a structure of composition C42H50F4N11O3RbS2 from the Open Molecules 2025 dataset. Energies are from ωB97M-V/def2-TZVPD.

2S+1   1
LUMO level   0.34 eV
Energy above the lowest of the compared OMol25 structures with the same formula, charge and spin   137.57 kJ/mol
Energy   -3678.43043 hartree

Last column: Löwdin charge in e.
Geometry (Å):
Rb (-0.01719, -0.08478, -0.77707)  0.75
C (-2.30617, 3.56791, 2.64456)  -0.10
N (-1.73387, 2.29032, 2.25397)  -0.25
C (-0.94212, 1.72294, 3.33025)  -0.10
C (-2.77337, 1.35736, 1.83606)  -0.24
C (-3.48774, 1.74519, 0.55117)  -0.26
N (-2.57715, 1.65531, -0.57085)  -0.01
C (-2.93628, 2.15347, -1.74218)  -0.23
C (-1.98722, 2.16146, -2.81162)  -0.18
F (-0.75976, 1.63335, -2.55990)  -0.11
C (-2.22276, 2.65794, -4.06407)  -0.25
F (-1.20968, 2.63130, -4.96813)  0.04
C (-3.43197, 3.21658, -4.43251)  0.02
C (-4.39154, 3.22468, -3.43296)  -0.25
F (-5.59937, 3.74378, -3.71195)  0.07
C (-4.17868, 2.73276, -2.16728)  -0.14
F (-5.22745, 2.78301, -1.30962)  0.05
H (-3.12599, 3.45076, 3.37643)  0.09
H (-2.69717, 4.09657, 1.77423)  0.08
H (-1.53751, 4.19286, 3.10188)  0.07
H (-1.54614, 1.50799, 4.23239)  0.09
H (-0.14218, 2.40924, 3.61321)  0.07
H (-0.46959, 0.79747, 2.99744)  0.07
H (-3.52731, 1.25196, 2.64162)  0.12
H (-2.30587, 0.38307, 1.67908)  0.06
H (-3.90233, 2.75208, 0.67783)  0.10
H (-4.35135, 1.07603, 0.44747)  0.11
H (-3.61557, 3.62317, -5.41627)  0.12
N (1.56293, 3.12375, -1.10606)  0.08
C (1.46916, 3.16011, 0.35413)  -0.31
C (1.90176, 4.49282, 0.98764)  -0.14
C (1.73941, 4.55932, 2.51055)  -0.16
C (2.77060, 3.79357, 3.35178)  -0.18
N (4.13648, 4.27778, 3.16276)  0.05
C (5.23283, 3.45163, 3.19238)  -0.53
N (6.41042, 4.09975, 3.51928)  0.13
N (5.14762, 2.18921, 2.94799)  0.10
C (2.35789, 2.06816, 0.91643)  -0.53
O (3.64452, 2.34245, 0.71700)  0.09
O (1.95271, 1.11366, 1.54382)  0.06
H (2.51104, 3.32948, -1.40162)  0.08
H (0.93907, 3.80661, -1.51734)  0.09
H (0.44257, 2.92575, 0.64712)  0.14
H (1.30304, 5.28446, 0.53076)  0.12
H (2.94433, 4.67280, 0.72359)  0.11
H (0.75227, 4.17598, 2.78144)  0.08
H (1.76198, 5.61006, 2.81874)  0.11
H (2.77355, 2.73065, 3.13604)  0.09
H (2.48725, 3.89825, 4.40276)  0.12
H (4.29950, 5.21526, 3.48496)  0.13
H (6.44018, 5.10208, 3.46072)  0.09
H (7.26077, 3.64406, 3.24651)  0.09
H (4.19691, 1.98930, 1.45111)  0.06
H (6.04399, 1.73081, 3.04636)  0.06
C (3.23675, -3.57291, 0.08345)  -0.06
C (3.56975, -4.02336, -1.18214)  -0.06
C (3.54708, -3.13254, -2.24375)  -0.01
C (3.18967, -1.81071, -2.00186)  -0.22
N (2.85807, -1.37772, -0.78339)  0.10
C (2.88264, -2.23938, 0.22992)  -0.13
C (3.14720, -0.78938, -3.09274)  -0.22
C (3.95556, -0.88397, -4.22055)  -0.01
C (3.87713, 0.10648, -5.18534)  -0.06
C (3.00130, 1.16332, -4.99664)  -0.06
C (2.24040, 1.18078, -3.83667)  -0.15
N (2.30721, 0.22921, -2.90920)  0.10
H (3.24116, -4.24013, 0.93582)  0.10
H (3.83539, -5.06047, -1.34605)  0.11
H (3.77805, -3.46782, -3.24664)  0.11
H (2.60815, -1.83644, 1.20272)  0.11
H (4.65425, -1.70266, -4.33291)  0.11
H (4.49928, 0.05779, -6.06925)  0.11
H (2.91046, 1.95746, -5.72632)  0.11
H (1.54263, 1.99146, -3.63085)  0.09
O (-0.38246, -3.02265, 0.31617)  -0.55
S (-1.20394, -2.27131, 1.29912)  0.91
C (-2.76415, -3.15167, 1.47865)  -0.35
C (-2.83795, -4.45267, 1.01509)  -0.07
C (-4.03604, -5.14130, 1.13806)  -0.07
C (-5.14385, -4.52108, 1.70431)  -0.08
C (-5.06215, -3.20289, 2.13860)  -0.07
C (-3.86883, -2.50555, 2.01601)  -0.07
C (-0.55599, -2.71636, 2.92999)  -0.34
C (-1.03493, -2.11751, 4.08723)  -0.08
C (-0.48680, -2.47641, 5.30851)  -0.07
C (0.53637, -3.41655, 5.36378)  -0.08
C (1.01545, -3.99537, 4.19642)  -0.07
C (0.47365, -3.63820, 2.96812)  -0.07
H (-1.96242, -4.90343, 0.55745)  0.11
H (-4.11009, -6.16098, 0.77922)  0.11
H (-6.07817, -5.06146, 1.79458)  0.10
H (-5.93308, -2.70915, 2.55090)  0.11
H (-3.80945, -1.46171, 2.31136)  0.10
H (-1.82862, -1.37898, 4.04080)  0.11
H (-0.85304, -2.01530, 6.21718)  0.11
H (0.96388, -3.69184, 6.31970)  0.10
H (1.81632, -4.72254, 4.24146)  0.11
H (0.82960, -4.06539, 2.03575)  0.10
C (-2.23677, -5.67905, -3.73144)  -0.10
C (-2.97773, -4.40026, -3.32058)  -0.24
C (-2.19158, -3.17087, -3.64837)  -0.61
N (-1.37285, -2.58615, -2.85323)  0.01
N (-0.73984, -1.48901, -3.37622)  -0.04
C (-1.09243, -1.24250, -4.60190)  -0.70
N (-0.60184, -0.21289, -5.34628)  0.11
S (-2.24920, -2.39233, -5.22155)  1.08
H (-2.82221, -6.56387, -3.47492)  0.07
H (-1.27621, -5.73497, -3.21773)  0.08
H (-2.05044, -5.69291, -4.80735)  0.07
H (-3.14811, -4.39567, -2.24425)  0.10
H (-3.94864, -4.35511, -3.81514)  0.10
H (-0.16196, 0.51486, -4.80383)  0.06
H (-1.17506, 0.13056, -6.09531)  0.09

Forces on the atoms, in the same order (eV/Å):
0.33 -0.01 0.13
0.05 -0.03 -0.05
0.05 0.02 0.10
-0.11 -0.01 -0.04
0.03 0.09 -0.10
0.15 0.14 -0.16
0.11 -0.06 -0.12
-0.08 0.05 0.13
-0.21 -0.01 -0.09
0.14 0.24 -0.38
-0.05 0.10 0.16
0.18 -0.03 -0.12
-0.09 0.02 -0.09
0.18 -0.03 -0.01
-0.24 0.08 -0.03
0.18 -0.07 -0.01
-0.15 -0.01 0.14
0.03 0.00 0.00
0.01 -0.03 0.06
0.01 0.00 -0.02
0.01 0.00 0.00
-0.03 -0.02 0.03
0.00 0.00 0.00
0.01 -0.06 0.05
0.05 -0.04 0.03
-0.08 -0.03 -0.02
-0.08 -0.06 0.02
0.02 -0.02 0.08
0.04 -0.10 0.17
0.05 0.08 -0.05
-0.06 -0.02 0.07
0.17 -0.04 -0.06
-0.01 0.05 -0.13
0.05 -0.20 -0.03
-0.05 0.15 0.05
-0.10 -0.03 0.13
-0.18 0.19 0.00
-0.10 -0.19 0.07
-0.32 0.17 -0.45
0.03 0.02 -0.14
-0.01 0.04 0.01
-0.04 0.01 -0.01
-0.04 -0.03 -0.04
-0.04 0.00 0.01
0.04 0.07 -0.06
0.00 0.06 0.02
-0.03 -0.02 0.01
-0.03 -0.02 0.06
0.02 -0.03 0.07
0.02 0.09 0.03
-0.01 0.05 -0.04
0.08 -0.05 -0.08
0.30 -0.40 0.37
0.06 -0.03 -0.01
0.01 -0.01 0.00
-0.01 -0.01 -0.02
0.01 -0.04 -0.03
-0.04 0.04 0.07
-0.05 -0.06 0.14
0.02 0.09 -0.09
-0.11 0.09 0.08
0.07 -0.02 -0.07
-0.02 0.01 0.02
0.02 -0.01 -0.02
0.00 -0.04 0.12
-0.11 0.08 -0.04
0.00 0.03 -0.01
-0.01 0.02 0.00
-0.01 0.02 0.03
0.02 -0.02 -0.08
-0.03 0.01 0.01
0.01 -0.01 -0.01
0.00 -0.02 0.02
0.07 -0.12 -0.02
0.11 0.08 -0.03
-0.23 -0.35 0.56
-0.04 0.15 -0.15
0.08 -0.12 -0.01
-0.05 0.00 -0.03
0.03 0.04 0.02
0.00 -0.06 -0.04
0.06 0.09 -0.02
0.06 0.11 -0.09
-0.07 0.04 -0.06
0.03 0.00 -0.01
0.00 -0.01 -0.04
-0.02 0.04 0.05
0.03 -0.10 -0.05
-0.07 0.05 0.04
0.01 0.03 0.03
0.03 0.02 -0.01
0.02 -0.02 0.00
0.01 -0.09 0.00
0.03 -0.02 -0.01
0.01 -0.02 -0.02
-0.01 0.00 -0.02
-0.01 0.01 0.00
-0.03 0.04 0.07
-0.05 0.09 0.02
0.17 -0.09 -0.06
0.13 0.34 -0.35
-0.01 -0.06 0.25
-0.03 0.01 -0.06
-0.34 -0.34 0.10
0.17 -0.18 0.00
0.05 0.05 0.08
0.02 0.04 -0.01
-0.02 -0.01 -0.02
0.00 -0.01 0.04
-0.02 0.03 0.03
-0.04 0.02 0.03
-0.02 0.05 0.06
-0.10 0.06 -0.01